Record 1
C3H8NS | ωB97M-V/def2-TZVPD

```
! wB97M-V def2-TZVPD RIJCOSX def2/J DEFGRID3
* xyz -1 1
N -2.0484 -0.8664 0.1118
C -0.9129 0.1647 0.3067
C 0.4979 -0.3029 -0.0227
C 1.5201 0.8711 -0.4663
S 2.1063 2.1107 0.6970
H -1.5900 -1.5866 -0.4307
H -2.3049 -1.4558 0.9543
H -1.2268 0.8166 -0.3679
H -1.0203 0.5540 1.2958
H 0.9541 -0.7194 0.9044
H 0.5733 -1.1400 -0.7178
H 1.0724 1.2880 -1.3938
H 2.3794 0.2660 -0.8710
*
```

Properties
ΔE to the lowest compared entry with this formula, charge and spin, eV: 1.0954
LUMO level, eV: 4.11
HOMO energy, eV: -2.29

Record 2
C3H8NS | ωB97M-V/def2-TZVPD

```
! wB97M-V def2-TZVPD RIJCOSX def2/J DEFGRID3
* xyz -1 1
C 0.0044 -2.7778 2.0021
S -0.6182 -1.2208 2.9178
H 0.7049 -2.6167 1.1396
H -0.8112 -3.4365 1.5659
H 0.7073 -3.1870 2.8083
C 0.5439 2.1673 -2.0429
C -0.6885 0.9559 -0.4583
N -0.7184 1.9049 -1.3360
H 1.2518 1.3472 -2.0724
H 0.2806 2.4801 -3.0935
H 0.9042 3.0578 -1.5593
H -1.6862 0.7349 -0.0433
H 0.1255 0.5906 0.1718
*
```

Properties
ΔE to the lowest compared entry with this formula, charge and spin, eV: 2.0439
LUMO level, eV: 3.60
HOMO energy, eV: -2.27

Record 3
C3H8NS | ωB97M-V/def2-TZVPD

```
! wB97M-V def2-TZVPD RIJCOSX def2/J DEFGRID3
* xyz -2 2
C -0.4835 1.0969 2.2792
S 0.7446 -0.2232 2.5853
H -0.0868 2.1015 2.4638
H -1.3335 1.0279 2.9739
H -0.9113 1.0370 1.2752
C -0.1385 0.1024 -2.1886
C -0.0316 -1.1617 -1.6627
N 0.7437 -1.3519 -0.4802
H -0.0078 0.9882 -1.5626
H -0.2074 0.3501 -3.2452
H -0.2336 -1.9515 -2.3786
H 1.6589 -0.9105 -0.4664
H 0.2870 -1.1053 0.4068
*
```

Properties
ΔE to the lowest compared entry with this formula, charge and spin, eV: 1.6660
LUMO level (alpha / beta), eV: 6.70 / 6.71
HOMO energy (alpha / beta), eV: 4.40 / 0.52
Expectation value of S²: 0.7525

Record 4
C3H8NS | ωB97M-V/def2-TZVPD

```
! wB97M-V def2-TZVPD RIJCOSX def2/J DEFGRID3
* xyz 1 1
C 1.5154 0.5665 0.7120
C -0.3268 -0.4090 -0.5987
C -0.9324 -1.1328 0.5088
N 0.3882 0.7956 -0.2867
S 2.5735 -0.5336 -0.3048
H 2.0904 1.4557 1.0699
H 1.1962 -0.2144 1.4198
H -0.2550 -0.7250 -1.6899
H -0.4629 -0.5616 1.3674
H -0.6889 -2.1246 0.2999
H -2.0029 -1.1807 0.6296
H -0.1921 1.6882 -0.0962
H 0.9340 1.0503 -1.1948
*
```

Properties
ΔE to the lowest compared entry with this formula, charge and spin, eV: 3.7607
LUMO level (alpha / beta), eV: -5.23 / -6.69
HOMO energy (alpha / beta), eV: -14.38 / -13.64

Record 5
C3H8NS | ωB97M-V/def2-TZVPD

```
! wB97M-V def2-TZVPD RIJCOSX def2/J DEFGRID3
* xyz 1 1
C 0.4270 -0.5247 -1.0799
C -0.7065 -1.4483 -0.5740
C -0.0600 0.4392 0.0261
N 0.5601 0.4445 1.3575
S -1.2304 1.7195 -0.1917
H 1.4624 -0.9142 -1.0832
H 0.1252 -0.0032 -2.1059
H -1.6898 -1.3385 -0.9763
H -0.5427 -2.2044 0.2009
H 1.2026 -0.3863 1.5030
H -0.2055 0.2982 2.1014
H 0.9617 1.4214 1.5888
H -0.3042 2.4968 -0.7668
*
```

Properties
ΔE to the lowest compared entry with this formula, charge and spin, eV: 2.5032
LUMO level, eV: -3.91
HOMO energy, eV: -13.26

Record 6
C3H8NS | ωB97M-V/def2-TZVPD

```
! wB97M-V def2-TZVPD RIJCOSX def2/J DEFGRID3
* xyz 1 3
C -1.5153 0.0656 0.1574
C 0.2034 -0.8743 -1.0477
C 1.1274 0.4640 0.8442
N 0.1555 0.4243 -0.3677
S -1.0764 -1.6656 -0.1085
H -1.4157 0.5023 1.1879
H -2.4269 0.4081 -0.3588
H -0.2862 -0.8325 -2.0478
H 1.1600 -1.2256 -1.0693
H 0.9292 -0.4039 1.3892
H 2.1497 0.5414 0.6569
H 0.7712 1.2360 1.4824
H 0.2241 1.3603 -0.7184
*
```

Properties
ΔE to the lowest compared entry with this formula, charge and spin, eV: 3.0241
LUMO level (alpha / beta), eV: -3.75 / -7.93
HOMO energy (alpha / beta), eV: -10.53 / -16.26
Expectation value of S²: 2.0042